1.
{"formula": "C32H47NO10", "method": "ωB97M-V/def2-TZVPD", "elements": ["O", "O", "O", "O", "O", "O", "O", "O", "O", "O", "N", "C", "C", "C", "C", "C", "C", "C", "C", "C", "C", "C", "C", "C", "C", "C", "C", "C", "C", "C", "C", "C", "C", "C", "C", "C", "C", "C", "C", "C", "C", "C", "C", "H", "H", "H", "H", "H", "H", "H", "H", "H", "H", "H", "H", "H", "H", "H", "H", "H", "H", "H", "H", "H", "H", "H", "H", "H", "H", "H", "H", "H", "H", "H", "H", "H", "H", "H", "H", "H", "H", "H", "H", "H", "H", "H", "H", "H", "H", "H"], "coordinates": [[2.072, 0.463, -2.587], [7.492, -5.825, -0.305], [5.385, -5.130, -0.772], [2.298, 3.386, -0.444], [-0.591, -1.409, 1.690], [-7.036, 5.641, -0.720], [-6.409, 4.184, -2.361], [6.568, -4.367, 1.003], [-2.608, 3.627, 3.364], [2.461, -0.941, 0.967], [2.485, 1.085, -0.280], [1.478, -0.790, 5.533], [-3.321, 2.889, 1.132], [0.479, 0.556, 0.747], [-5.483, 1.852, -2.038], [-0.260, -1.318, 3.124], [3.488, -2.115, -3.976], [-0.805, 4.192, -0.023], [-1.324, 4.555, -1.239], [7.753, -5.858, -2.721], [-5.736, 0.707, -0.974], [6.379, -5.115, -0.091], [1.788, 2.334, -0.189], [7.473, -6.662, -1.468], [-3.501, 3.229, 2.667], [0.373, 1.964, 0.333], [-5.652, 3.312, -1.489], [-4.536, -0.068, 1.148], [-4.380, 0.050, -0.413], [1.927, 0.037, 0.537], [0.743, -2.433, 3.577], [-0.710, -0.074, 1.270], [1.609, -0.902, -2.600], [-2.030, 2.043, 0.984], [5.477, -3.496, 1.304], [-3.185, -0.156, 1.971], [-1.993, 0.650, 1.399], [-6.401, 5.433, -1.716], [-5.512, 6.616, -2.239], [1.885, -1.948, 4.549], [3.046, 0.698, -1.576], [-0.841, 2.730, 0.441], [1.965, -1.674, -3.915], [1.253, -2.856, 2.668], [-3.565, 0.726, -0.759], [-2.219, 3.992, -1.588], [0.427, -0.862, 5.918], [-2.960, -1.245, 2.123], [8.680, -5.291, -2.614], [-4.434, 6.455, -1.958], [-6.402, -0.052, -1.450], [-5.094, -1.027, 1.344], [-4.255, 2.387, 0.788], [-4.345, -0.969, -0.882], [-6.172, 1.719, -2.914], [3.728, -0.184, -1.518], [2.837, -1.659, 4.041], [3.818, -2.346, -2.934], [4.079, -1.298, -4.461], [0.175, -3.240, 4.107], [2.201, -0.633, 6.373], [1.371, -2.634, -3.890], [0.497, -0.880, -2.424], [3.680, 1.560, -1.925], [0.065, -0.274, 3.340], [3.544, -3.071, -4.563], [8.259, -7.406, -1.328], [1.509, 0.169, 4.936], [-0.328, 5.006, 0.580], [5.421, -2.699, 0.561], [-6.115, 3.269, -0.464], [-3.259, 3.854, 0.555], [-4.633, 3.776, -1.343], [1.621, -1.143, -4.842], [7.835, -6.513, -3.590], [-3.396, 0.246, 3.002], [4.535, -4.042, 1.352], [-5.809, 7.565, -1.717], [-1.236, -1.473, 3.670], [2.145, -2.836, 5.196], [-0.821, 5.334, -1.859], [-5.177, 0.736, 1.604], [2.043, -1.493, -1.749], [-4.440, 1.749, -2.453], [5.668, -3.050, 2.279], [-4.539, 3.054, 3.095], [-6.334, 1.170, -0.138], [6.527, -7.203, -1.540], [6.957, -5.135, -2.910], [-5.656, 6.792, -3.331]], "forces_ev_per_angstrom": [[0.5, -0.7, 0.8], [-0.2, 0.0, 0.2], [0.1, 0.0, 0.1], [-0.5, -0.2, -0.2], [0.2, 1.8, 0.7], [0.0, -0.8, -0.4], [0.8, 0.9, 0.8], [0.0, -0.2, -0.1], [-0.3, -0.2, -0.3], [0.1, 0.1, -0.5], [0.7, -1.4, -0.1], [0.0, 0.9, -1.0], [0.0, 0.0, 0.7], [-2.3, 1.5, 0.4], [0.0, 0.1, -0.6], [-0.7, -0.8, 0.6], [-1.1, 0.2, -0.3], [-0.5, 0.4, -1.1], [0.4, -0.7, 1.3], [-0.1, 0.3, 0.0], [0.1, 0.6, -0.2], [0.2, 0.1, 0.0], [-1.2, -0.8, 0.3], [0.1, -0.2, -0.5], [-0.4, -0.2, -0.6], [-0.2, -1.3, 0.7], [0.9, -0.9, 0.9], [0.4, -0.6, 0.2], [-2.2, 0.6, 0.0], [-2.3, 2.0, -0.4], [0.5, 0.3, -0.3], [0.3, 0.8, -0.7], [-0.7, -0.7, -0.2], [0.9, -0.3, -0.5], [-0.3, 0.3, 0.2], [-0.5, 0.4, 0.2], [2.0, -0.1, -0.8], [0.1, 1.5, 0.2], [-0.1, -0.1, -0.2], [-0.1, -0.4, 1.3], [1.5, 1.0, -0.9], [-0.1, -1.2, 1.0], [-0.1, -0.7, 0.3], [-0.7, 0.3, 0.8], [-0.3, -0.9, 0.5], [1.3, 0.0, -0.6], [1.0, -0.2, -0.2], [0.3, 1.2, -0.4], [0.0, -0.2, 0.0], [-1.0, -0.1, -0.6], [0.6, 0.4, 0.5], [0.4, 0.9, -0.1], [0.9, 0.2, 0.2], [0.6, 1.0, 0.5], [0.5, 0.2, 0.8], [-0.6, 0.6, 0.5], [-0.9, -0.2, 0.1], [0.0, 0.3, -0.9], [-0.2, -0.9, 0.6], [0.4, 0.6, -0.6], [-0.7, -0.4, -0.7], [0.4, 1.0, 0.1], [0.9, 0.0, -0.3], [-0.8, -0.7, 0.3], [0.1, -0.9, -0.1], [0.2, 1.1, 0.4], [0.0, 0.2, 0.3], [-0.1, -0.8, 0.7], [0.5, -1.4, -0.6], [-0.1, -0.1, 0.0], [0.1, 0.2, -1.0], [0.2, -0.9, 0.7], [-0.9, -0.4, -0.2], [0.5, -0.2, 0.9], [0.0, 0.0, 0.1], [0.2, -0.4, -0.8], [0.1, 0.0, -0.2], [0.0, -1.2, -0.3], [0.9, 0.3, -0.4], [-0.1, 0.8, -0.7], [-1.2, -0.1, 0.9], [0.6, -0.6, -0.8], [-0.3, 0.6, -0.6], [-1.0, 0.1, 0.3], [0.2, -0.1, -0.1], [0.7, 0.2, -0.4], [0.6, -0.6, -0.7], [0.0, 0.2, 0.1], [0.0, -0.1, 0.0], [0.5, -0.4, 0.7]], "total_energy_ev": -55906.767, "orbital_gap_ha": 0.317, "spin_multiplicity": 1, "smiles": "C=Cc1c(CC=O)c(CCCCCCOC(C)=O)c(OCCCC)c2c1C(=O)N(COCCC)C2=O.CCOC(=O)OC", "e_homo_ev": -9.134, "largest_force_ev_per_a": 3.1, "lumo_ev": -0.51}


2.
{"formula": "C32H48BrCoN3O8S", "method": "ωB97M-V/def2-TZVPD", "elements": ["Br", "Co", "S", "O", "O", "O", "O", "O", "O", "O", "O", "N", "N", "N", "C", "C", "C", "C", "C", "C", "C", "C", "C", "C", "C", "C", "C", "C", "C", "C", "C", "C", "C", "C", "C", "C", "C", "C", "C", "C", "C", "C", "C", "C", "C", "C", "H", "H", "H", "H", "H", "H", "H", "H", "H", "H", "H", "H", "H", "H", "H", "H", "H", "H", "H", "H", "H", "H", "H", "H", "H", "H", "H", "H", "H", "H", "H", "H", "H", "H", "H", "H", "H", "H", "H", "H", "H", "H", "H", "H", "H", "H", "H", "H"], "coordinates": [[2.705, 0.342, -1.736], [-0.670, 0.289, -0.343], [-2.443, 3.456, -3.595], [-2.190, 1.735, 0.060], [-0.729, 0.737, 1.961], [0.496, -1.183, -0.422], [-2.261, -0.600, -1.051], [-3.590, -1.123, -2.764], [0.457, 2.009, -0.078], [-3.412, 4.301, -4.223], [-1.076, 3.447, -4.023], [-2.980, 1.891, -3.633], [1.756, 3.312, 1.213], [-4.185, 1.395, 1.055], [2.316, 3.695, 2.501], [1.572, -3.253, 0.123], [-4.993, 1.030, 2.208], [-3.718, 3.921, -1.230], [-1.522, -0.017, -3.246], [-3.763, 4.143, 0.133], [0.216, 1.740, 2.294], [4.002, -3.307, -0.286], [-1.307, 3.916, -1.144], [6.188, -3.257, 0.854], [-2.211, 0.837, -4.295], [-1.367, 4.152, 0.223], [2.411, 3.913, 0.055], [-2.559, -0.668, -2.307], [-2.484, 3.796, -1.855], [-2.588, 4.256, 0.877], [2.805, -3.874, 0.163], [0.645, -4.653, 1.986], [1.533, -1.896, -0.395], [-4.916, 1.578, -0.195], [6.052, -4.000, -1.539], [5.183, -5.474, 0.277], [0.827, 2.375, 1.043], [-0.971, -3.344, 0.647], [5.335, -4.021, -0.176], [0.211, -5.239, -0.422], [-2.859, 1.413, 1.046], [-2.094, 0.983, 2.300], [-2.654, 4.493, 2.362], [0.366, -4.081, 0.585], [2.770, -1.352, -0.911], [3.952, -2.016, -0.853], [-1.462, 1.283, -4.947], [2.320, 4.998, 0.108], [-3.005, 3.596, 2.881], [3.289, 3.219, 2.646], [-0.936, -2.480, 1.310], [6.282, -2.204, 0.583], [1.012, 1.260, 2.868], [-0.450, 4.268, 0.789], [0.042, -4.853, -1.428], [-1.726, -4.031, 1.031], [-4.720, 4.250, 0.631], [1.950, 3.550, -0.857], [-0.213, -5.245, 2.305], [-0.247, 2.512, 2.911], [-2.166, 1.752, 3.072], [6.347, -2.991, -1.826], [-4.626, 3.870, -1.819], [4.769, -5.544, 1.284], [-5.586, 2.436, -0.115], [-1.302, -3.008, -0.331], [1.520, -5.302, 2.009], [5.418, -4.412, -2.325], [-4.427, 1.094, 3.133], [-5.503, 0.683, -0.403], [-1.677, 4.762, 2.763], [-0.363, 3.836, -1.668], [-0.850, 0.621, -2.652], [4.840, -1.549, -1.255], [-4.209, 1.734, -1.003], [2.462, 4.774, 2.514], [-0.939, -0.813, -3.717], [-2.882, 0.212, -4.880], [6.164, -5.949, 0.293], [-3.984, 1.828, -3.718], [-2.492, 0.046, 2.690], [-3.352, 5.296, 2.597], [6.958, -4.602, -1.476], [-0.647, -5.850, -0.142], [4.550, -6.042, -0.407], [0.794, -3.849, 2.709], [2.840, -4.876, 0.559], [1.667, 3.429, 3.329], [3.470, 3.649, 0.050], [-5.382, 0.016, 2.093], [7.188, -3.691, 0.889], [1.094, -5.879, -0.444], [-5.836, 1.716, 2.275], [5.747, -3.317, 1.850]], "forces_ev_per_angstrom": [[0.0, -0.1, 0.1], [-1.2, 1.1, -0.1], [-0.2, -0.4, 0.1], [-0.3, -1.2, 0.3], [0.0, 0.0, -0.3], [0.6, -1.0, 0.2], [0.2, -0.5, 0.5], [0.1, -0.1, 0.1], [0.5, -0.6, -0.1], [-0.1, -0.1, 0.1], [0.1, 0.0, 0.1], [-0.1, 0.5, -0.2], [0.1, 0.0, -0.1], [-0.1, 0.0, -0.1], [0.0, 0.0, 0.0], [0.0, -0.2, 0.1], [0.0, 0.0, -0.1], [0.2, 0.6, 0.0], [-0.3, -0.4, 0.2], [0.2, 0.6, -0.1], [0.0, -0.1, -0.1], [0.0, 0.0, 0.0], [0.0, 0.4, -0.1], [-0.1, 0.0, -0.1], [0.4, -0.1, 0.2], [-0.2, 0.7, -0.1], [0.0, 0.0, -0.1], [0.1, 0.6, -0.4], [0.0, 0.3, -0.1], [0.1, 0.6, -0.1], [-0.1, 0.0, 0.0], [0.1, 0.0, 0.0], [-0.1, 0.1, -0.1], [-0.2, -0.5, 0.0], [-0.1, 0.0, 0.0], [0.0, 0.1, 0.0], [0.1, -0.3, 0.2], [0.0, 0.1, -0.1], [0.1, 0.0, 0.0], [0.0, 0.0, 0.0], [0.1, -0.4, -0.1], [-0.1, -0.1, 0.0], [-0.1, 0.0, -0.1], [-0.1, 0.0, 0.0], [0.3, 0.3, -0.2], [-0.1, 0.1, 0.0], [-0.1, 0.0, -0.1], [0.0, 0.0, 0.0], [-0.1, 0.1, 0.1], [0.0, 0.0, 0.0], [0.0, 0.0, 0.1], [0.1, 0.0, 0.0], [0.0, 0.0, 0.1], [-0.2, 0.2, 0.0], [0.0, 0.0, 0.0], [0.0, 0.0, 0.0], [0.0, 0.1, 0.0], [0.0, 0.0, 0.0], [0.0, 0.0, 0.0], [0.0, 0.0, 0.0], [0.0, -0.1, 0.0], [0.0, 0.0, 0.0], [0.0, 0.0, 0.0], [0.0, 0.0, 0.0], [0.0, -0.2, 0.0], [-0.1, 0.1, -0.1], [0.0, 0.0, 0.0], [0.0, 0.0, 0.0], [0.0, 0.0, 0.0], [0.0, -0.1, 0.1], [0.0, 0.0, 0.0], [-0.1, 0.0, 0.0], [0.2, 0.0, -0.2], [0.0, 0.0, 0.0], [-0.1, -0.3, 0.1], [0.0, 0.0, 0.0], [0.1, 0.1, 0.0], [-0.1, 0.1, 0.0], [0.0, 0.0, 0.0], [0.0, 0.0, -0.1], [0.0, 0.0, 0.0], [0.0, 0.0, 0.1], [0.0, 0.0, 0.0], [0.0, 0.0, 0.0], [0.0, 0.0, 0.0], [0.0, 0.0, 0.0], [0.0, 0.0, 0.0], [0.0, 0.0, 0.0], [0.0, 0.0, 0.0], [0.0, 0.0, 0.0], [0.0, 0.0, 0.0], [0.0, 0.0, 0.0], [0.0, 0.0, 0.0], [0.0, 0.0, 0.0]], "total_energy_ev": -173312.700, "orbital_gap_ha": [0.328, 0.217], "spin_multiplicity": 5, "s2": 6.0346, "total_charge": 1, "e_homo_ev": [-11.168, -11.171], "relative_energy_kj_mol": 189.45, "largest_force_ev_per_a": 1.7, "lumo_ev": [-2.23, -5.27]}